[1]
{"formula": "H29O14", "method": "ωB97M-V/def2-TZVPD", "symbols": ["O", "H", "O", "H", "H", "O", "H", "H", "O", "H", "H", "O", "H", "H", "O", "H", "H", "O", "H", "H", "O", "H", "H", "O", "H", "H", "O", "H", "H", "O", "H", "H", "O", "H", "H", "O", "H", "H", "O", "H", "H", "H", "H"], "coordinates": [[2.6769, -1.6390, 3.0092], [-1.8336, -1.6351, -2.7228], [2.4614, -2.2813, 0.0722], [-4.5741, 1.4417, -1.3633], [2.2317, -2.1103, -0.8613], [-0.4189, -3.6298, 1.0633], [-3.9401, -2.1528, 2.9333], [-1.0395, -4.2791, 0.8441], [-3.7946, 0.9489, -1.3761], [-2.2380, -0.5910, -0.1242], [-3.6017, 0.7226, -2.3335], [2.9120, 0.0199, 0.6397], [2.3894, -0.9433, 0.4372], [3.3006, -0.0194, 1.4554], [-0.1642, 3.8723, 0.6965], [-1.9089, 2.8490, 2.9835], [-2.6196, -2.6591, 3.5122], [-2.5131, 3.0869, 2.1278], [-2.6059, 2.2605, 1.8322], [2.0659, -3.1185, 0.0875], [-1.5308, -1.8548, -3.5071], [-1.6805, -1.0394, -4.0736], [1.8645, 2.2369, -0.9330], [-1.6812, -0.9821, 0.7397], [2.2217, -2.3649, 3.2358], [3.0834, -1.1432, 3.6533], [2.1078, 1.7110, -3.3386], [0.9338, 0.6757, -1.5405], [-0.8222, -2.7146, 0.8981], [-3.0423, -1.9744, 2.8297], [1.1615, 3.1901, 0.2677], [2.3490, 2.2543, 0.7546], [1.1567, -1.2245, -2.1604], [-2.2824, -1.2569, 1.3650], [0.6364, -1.3311, -3.0027], [0.7847, 1.0887, -0.7421], [0.6401, -1.0677, -1.4356], [1.2376, 0.5588, 0.0189], [2.0774, 2.9102, -0.1025], [2.8113, 1.2840, -3.8486], [0.3219, 4.5917, 0.8700], [1.9820, 2.5498, -3.7896], [-1.1163, 3.7596, 0.9287]], "forces_ev_per_angstrom": [[1.3, 2.9, -4.6], [-2.4, 1.5, 6.2], [0.3, 0.8, -1.8], [-2.0, 1.2, -0.1], [0.6, 0.4, -0.4], [1.2, 3.2, 0.3], [-2.6, -0.3, 0.1], [-1.6, -1.3, -0.6], [2.8, -1.9, -1.6], [2.0, -1.5, 3.8], [-0.6, 0.6, 1.8], [-3.4, -0.3, -4.0], [2.2, 2.2, 1.6], [1.3, -0.8, 3.2], [-1.9, -5.1, -1.6], [-2.2, 1.3, -2.8], [-1.1, 2.3, -2.3], [3.3, 3.9, 5.0], [-1.1, -5.3, -2.4], [-1.2, -2.3, 1.3], [2.3, 0.2, -7.1], [0.2, -1.6, 0.9], [-0.2, 0.6, 2.3], [0.8, 2.7, -6.4], [-2.3, -3.8, 2.0], [1.0, 0.9, 2.8], [0.1, -0.1, 0.0], [0.7, -1.8, -2.9], [0.5, -1.8, 0.2], [3.5, -2.1, 2.4], [-0.2, -0.2, -0.9], [-0.3, 1.7, -3.6], [2.3, -0.7, -4.1], [-2.7, -1.0, 2.4], [0.3, -0.1, 1.6], [-0.4, 0.3, 3.8], [-2.9, 0.3, 2.5], [-0.6, 1.0, -1.8], [1.2, -1.9, 2.7], [-0.1, 0.0, 0.3], [1.3, 4.9, 1.5], [-0.1, 0.2, -0.1], [0.7, 0.7, 0.5]], "mulliken_charge": [-0.53, 0.26, -0.53, 0.28, 0.38, -0.61, 0.29, 0.27, -0.56, 0.34, 0.30, -0.71, 0.39, 0.24, -0.61, 0.37, 0.32, -0.70, 0.31, 0.31, -0.61, 0.34, 0.63, -0.71, 0.26, 0.26, -0.56, 0.49, 0.39, -0.63, 0.49, 0.48, -0.71, 0.35, 0.32, -0.85, 0.25, 0.38, -0.58, 0.30, 0.26, 0.28, 0.37], "homo_lumo_gap_ev": 10.960, "relative_energy_ev": 6.346, "total_charge": 1, "e_homo_ev": -13.60}



[2]
{"formula": "C3H5Cl", "method": "ωB97M-V/def2-TZVPD", "symbols": ["C", "C", "C", "Cl", "H", "H", "H", "H", "H"], "coordinates": [[0.1096, -0.2911, 0.1297], [1.1739, 0.4544, 0.0865], [-1.2861, 0.0749, -0.0078], [2.7997, -0.1457, 0.0420], [0.7029, -2.1033, -0.2439], [1.2886, 1.5797, 0.2250], [-1.8367, -0.5370, 0.6215], [-1.2006, 1.2026, 0.0729], [-1.7513, -0.2344, -0.9259]], "forces_ev_per_angstrom": [[1.7, -3.9, -2.0], [1.7, 1.7, 0.8], [1.1, 1.3, -0.8], [0.1, -0.2, -0.1], [-1.4, 3.6, 0.9], [-1.0, -1.5, -0.3], [-1.4, -0.1, 2.3], [-1.3, -1.2, 0.3], [0.4, 0.3, -1.1]], "mulliken_charge": [-0.09, -0.07, -0.93, -0.18, 0.12, 0.29, 0.32, 0.28, 0.26], "homo_lumo_gap_ev": 9.378, "relative_energy_ev": 4.018, "e_homo_ev": -9.56}



[3]
{"formula": "C34H110N12O17", "method": "ωB97M-V/def2-TZVPD", "symbols": ["C", "O", "N", "N", "H", "H", "H", "H", "C", "O", "N", "N", "H", "H", "H", "H", "C", "C", "C", "O", "C", "N", "H", "H", "H", "H", "H", "H", "H", "H", "H", "H", "H", "C", "C", "C", "O", "C", "N", "H", "H", "H", "H", "H", "H", "H", "H", "H", "H", "H", "C", "C", "C", "O", "C", "N", "H", "H", "H", "H", "H", "H", "H", "H", "H", "H", "H", "C", "C", "C", "O", "C", "N", "H", "H", "H", "H", "H", "H", "H", "H", "H", "H", "H", "C", "C", "C", "O", "C", "N", "H", "H", "H", "H", "H", "H", "H", "H", "H", "H", "H", "C", "C", "C", "O", "C", "N", "H", "H", "H", "H", "H", "H", "H", "H", "H", "H", "H", "C", "C", "C", "O", "C", "N", "H", "H", "H", "H", "H", "H", "H", "H", "H", "H", "H", "C", "C", "C", "O", "C", "N", "H", "H", "H", "H", "H", "H", "H", "H", "H", "H", "H", "O", "H", "H", "O", "H", "H", "O", "H", "H", "O", "H", "H", "O", "H", "H", "O", "H", "H", "O", "H", "H"], "coordinates": [[5.6008, -0.4604, -1.2603], [4.7430, -1.3200, -1.1752], [5.3946, 0.8002, -1.0534], [6.8897, -0.5880, -1.3851], [6.2065, 1.3963, -0.9780], [4.4980, 0.9966, -0.6317], [7.3565, -1.4831, -1.4161], [7.4127, 0.2752, -1.3470], [9.2633, 6.3745, -1.9258], [8.6290, 6.8523, -2.7886], [10.0708, 7.0473, -1.0814], [9.0336, 5.0933, -1.6248], [10.1671, 8.0329, -1.2799], [10.5059, 6.5786, -0.2997], [8.3760, 4.5489, -2.1645], [9.5764, 4.6384, -0.9047], [6.8769, 6.7284, -5.7929], [5.7520, 6.3254, -4.8369], [5.8745, 4.8886, -4.3542], [4.9287, 4.5760, -3.2804], [4.5808, 3.2104, -3.1994], [5.6329, 7.1349, -3.6620], [7.7034, 7.0252, -5.1472], [6.6059, 7.6041, -6.3826], [7.1203, 5.9677, -6.5348], [4.8284, 6.4474, -5.4026], [6.8870, 4.6628, -4.0195], [5.6338, 4.2613, -5.2125], [4.1894, 2.7619, -4.1125], [3.8536, 3.1442, -2.3901], [5.4503, 2.6950, -2.7913], [5.8872, 8.0487, -4.0089], [6.4962, 7.0169, -3.1512], [3.5109, -0.9424, -4.6271], [3.5304, -0.9932, -6.1280], [3.7625, 0.3327, -6.8088], [3.5838, 0.3074, -8.2166], [4.5079, -0.3567, -8.9789], [4.6093, -1.9085, -6.4933], [2.7287, -0.2658, -4.2829], [4.3724, -0.5325, -4.0999], [3.2301, -1.8672, -4.1232], [2.6030, -1.4415, -6.4845], [4.7524, 0.7210, -6.5691], [3.1745, 1.1527, -6.3965], [4.1337, -0.1310, -9.9774], [4.4474, -1.4309, -8.8042], [5.5313, 0.0150, -8.9298], [4.7606, -2.4336, -5.6439], [4.1559, -2.5225, -7.1548], [12.5063, 7.0562, -10.7419], [11.0765, 6.8304, -10.2957], [10.5104, 7.9055, -9.2729], [11.3042, 7.9108, -8.1147], [11.0636, 9.0331, -7.2480], [10.2517, 6.6256, -11.4903], [13.1761, 7.4167, -9.9612], [12.4212, 7.8932, -11.4350], [12.8712, 6.1763, -11.2716], [10.9385, 5.8799, -9.7803], [9.4346, 7.7456, -9.2007], [10.5884, 8.8431, -9.8234], [11.7580, 8.9042, -6.4178], [10.0344, 9.1471, -6.9074], [11.3478, 9.9394, -7.7829], [10.5653, 5.8554, -12.0635], [9.2733, 6.4872, -11.2813], [15.3787, 4.9436, -2.9610], [14.5630, 6.2179, -2.6852], [13.1117, 6.0505, -2.8418], [12.7118, 5.6540, -4.1402], [11.3690, 5.7162, -4.5328], [14.9093, 6.6205, -1.3408], [15.2095, 4.1479, -2.2356], [16.4640, 5.0002, -3.0450], [15.0437, 4.5408, -3.9168], [14.8294, 7.0174, -3.3766], [12.6897, 7.0520, -2.7577], [12.6405, 5.4170, -2.0903], [10.8349, 6.6664, -4.5301], [10.8478, 5.0975, -3.8023], [11.3709, 5.3325, -5.5530], [15.8566, 6.9578, -1.2466], [14.6807, 6.0185, -0.5627], [7.6627, 1.2129, -4.9504], [9.0215, 1.7861, -4.9138], [9.0902, 3.1919, -5.5506], [8.6434, 3.2055, -6.8876], [9.1129, 4.3014, -7.6680], [9.5096, 1.6913, -3.5042], [7.6568, 0.1241, -4.9003], [7.0631, 1.5291, -5.8040], [7.0805, 1.6097, -4.1188], [9.6770, 1.1544, -5.5133], [10.1463, 3.4417, -5.4492], [8.6250, 3.9936, -4.9771], [10.1993, 4.3701, -7.7227], [8.7063, 5.2576, -7.3388], [8.6747, 4.2485, -8.6647], [9.6159, 0.7159, -3.2645], [10.4597, 1.9918, -3.6693], [13.4671, 4.4457, -7.8803], [14.5269, 3.3493, -8.0186], [15.6276, 3.6651, -8.9721], [16.4909, 2.5466, -9.2208], [17.4108, 2.8061, -10.2540], [15.1725, 3.2605, -6.7272], [12.6255, 4.0583, -7.3060], [12.9736, 4.7253, -8.8111], [13.6280, 5.3722, -7.3290], [14.0164, 2.4308, -8.3083], [16.2085, 4.5095, -8.6011], [15.2092, 3.9921, -9.9240], [17.9923, 3.7131, -10.0889], [16.8556, 3.1087, -11.1418], [18.0210, 2.0062, -10.6736], [15.9327, 2.6029, -6.8262], [15.6617, 4.1071, -6.4744], [14.8377, 1.3583, -0.2554], [13.6589, 0.8137, 0.5996], [12.2506, 0.8340, -0.1158], [11.3114, 0.3245, 0.8517], [10.1464, -0.2228, 0.1737], [14.1490, -0.4268, 1.0659], [14.4358, 2.0962, -0.9497], [15.4581, 0.6312, -0.7794], [15.5466, 1.9384, 0.3353], [13.5800, 1.5778, 1.3729], [12.2666, 0.2266, -1.0207], [11.9228, 1.7950, -0.5120], [9.6670, 0.4613, -0.5265], [9.5029, -0.4550, 1.0224], [10.3718, -1.1769, -0.3026], [15.1406, -0.4216, 1.2578], [14.0261, -1.1264, 0.3478], [10.3739, 0.3122, -8.2776], [9.1783, 0.6148, -9.2889], [8.7091, -0.5926, -10.0847], [8.1068, -1.5963, -9.2368], [7.3522, -2.4647, -9.9858], [8.0556, 1.0502, -8.5073], [10.6334, 1.2254, -7.7420], [11.2119, 0.0119, -8.9067], [10.2053, -0.5027, -7.5737], [9.5441, 1.3448, -10.0110], [9.4112, -1.0860, -10.7568], [7.9687, -0.2208, -10.7930], [6.8840, -3.0675, -9.2076], [8.0524, -3.0096, -10.6189], [6.4801, -2.0712, -10.5080], [7.9230, 0.2656, -7.8852], [8.3186, 1.7324, -7.8104], [7.7040, 5.3217, -10.7824], [7.4885, 4.3891, -10.7833], [7.2608, 5.6712, -11.5554], [10.2544, -1.1480, -2.9514], [11.1791, -1.0278, -3.1676], [9.9171, -1.7135, -3.6460], [7.2737, -1.8334, -6.7754], [6.3171, -1.8321, -6.7421], [7.4813, -1.8751, -7.7088], [12.9380, 3.1095, -5.0017], [13.6188, 3.3473, -5.6312], [12.8701, 3.8690, -4.4232], [9.2085, -2.6649, -4.8987], [8.6796, -3.3356, -4.4668], [8.6124, -2.2566, -5.5266], [6.9270, 2.7154, -10.6661], [7.1881, 2.1830, -11.4175], [7.2668, 2.2420, -9.9068], [8.0524, 2.2613, -1.3007], [8.6494, 2.0799, -2.0266], [8.6197, 2.5744, -0.5961]], "forces_ev_per_angstrom": [[-1.1, -1.9, 1.2], [-0.4, -1.0, -0.5], [-2.7, 4.2, 0.6], [4.3, -2.2, -1.1], [-0.7, 0.6, 0.3], [0.3, 0.6, -0.2], [-0.2, 0.3, -0.1], [0.6, -0.7, -0.1], [0.1, -1.5, 2.7], [-1.8, 2.9, -4.0], [0.8, 0.5, 0.1], [0.8, -2.1, 1.1], [0.2, -0.3, 0.4], [0.0, 0.6, -0.2], [0.2, 0.1, 0.2], [-0.3, -0.1, -0.3], [0.0, 0.2, 0.4], [-0.7, -0.9, -0.3], [-1.3, -0.8, 0.1], [0.4, 0.9, -1.5], [0.8, 0.5, 1.2], [0.8, 1.6, 0.1], [0.5, -0.3, -0.4], [-0.2, 0.2, 0.1], [0.1, -0.2, 0.3], [-0.3, -0.3, 0.1], [0.2, 0.0, 0.1], [0.2, -0.4, -0.1], [0.1, 0.1, -0.2], [-0.3, 0.0, -0.2], [0.1, -0.6, -0.5], [-0.7, 1.0, 0.0], [0.2, -0.7, 0.7], [-1.3, 1.3, 1.3], [0.2, 0.2, 0.3], [0.4, 0.9, 0.0], [-1.2, 1.1, 1.8], [-0.1, -0.4, -1.4], [-0.3, -0.7, -0.1], [-0.3, 0.2, -0.1], [0.6, -0.2, -0.5], [0.3, -0.3, -0.4], [-0.4, 0.4, 0.0], [0.7, -0.5, 0.0], [-0.8, -0.3, -0.2], [0.4, -0.4, -0.4], [0.4, -0.1, -0.3], [0.2, 0.0, 0.4], [0.2, -0.6, -0.1], [0.6, -0.6, -0.1], [-0.5, 0.9, 0.0], [-0.9, -1.1, 1.1], [0.9, -0.3, -2.7], [-0.9, 0.0, 0.5], [0.8, -0.4, -0.8], [-0.3, 1.7, -0.4], [0.0, -0.5, 0.2], [0.3, 0.0, -0.4], [0.3, 0.1, 0.1], [0.8, -0.2, 0.8], [-0.2, -0.3, 0.9], [0.2, 0.6, 0.1], [-0.3, 0.0, 0.1], [-0.1, -0.4, 0.0], [0.0, 0.2, 0.0], [0.2, 0.0, 0.2], [0.2, -0.3, 0.2], [-0.6, -0.7, -1.6], [2.7, -1.5, 0.5], [-2.6, 1.2, -0.4], [2.0, 0.2, -0.6], [-0.4, -0.4, 0.6], [-0.6, 1.8, 0.8], [-0.4, 0.2, 0.3], [0.0, 0.8, 0.2], [0.1, -0.3, -0.2], [0.4, 0.0, 0.0], [-0.2, 0.2, 0.8], [0.0, -0.3, 0.3], [0.6, 0.6, 0.2], [-0.7, -0.4, -0.4], [-0.3, -0.2, 0.2], [-0.1, -0.1, -0.1], [0.0, -0.3, -0.4], [-1.8, -0.2, 0.0], [-0.4, -0.3, -0.3], [1.2, 0.2, 1.3], [0.3, 0.1, 0.2], [-0.6, 0.4, -0.2], [0.5, 1.5, -1.3], [0.0, 0.0, 0.0], [0.3, -0.2, -0.4], [0.0, -0.1, 0.3], [0.1, 0.0, -0.3], [0.4, 0.2, -0.6], [-0.6, -0.2, 0.2], [0.1, -0.2, 0.1], [0.3, 0.0, 0.6], [0.2, -0.6, -0.1], [-0.1, -0.7, -0.2], [0.7, 0.2, 0.8], [-1.6, -0.1, -0.5], [0.4, 1.6, 0.6], [0.3, 0.2, -2.1], [0.0, -0.4, 0.6], [-0.8, 1.4, -1.4], [0.2, -1.4, 1.2], [0.0, -0.5, 0.1], [0.4, 0.1, -0.3], [1.1, 0.0, -0.2], [0.2, -0.2, 0.3], [0.2, 0.2, 0.2], [-0.1, 0.0, -0.4], [0.5, -0.2, 0.6], [-0.5, 0.0, -0.3], [0.0, -0.5, 1.2], [0.0, -0.5, 0.3], [-0.3, 0.5, -0.3], [-0.8, 1.6, -0.7], [1.1, 2.3, -1.7], [0.9, -1.4, 1.3], [-0.2, 0.2, -2.0], [0.6, -0.3, 1.7], [-1.1, -2.2, 1.2], [0.2, 0.1, -0.5], [-0.5, -0.3, -0.2], [-0.1, -0.1, 0.4], [-0.3, -0.4, 0.6], [0.1, -0.7, 0.0], [0.3, 0.6, 0.5], [0.1, 0.1, 0.0], [-0.5, 0.1, -0.3], [0.2, 0.2, -0.3], [0.0, 0.4, 0.1], [-0.1, -0.2, 0.0], [-0.2, 0.0, -1.9], [1.8, -1.3, 1.7], [-0.4, -0.2, -0.1], [1.1, 2.5, -0.7], [-0.6, -1.5, 0.6], [-0.9, 0.1, 0.0], [0.0, 0.0, 0.0], [0.4, 0.0, 0.2], [-0.4, 0.1, 0.0], [-0.2, 0.3, 0.0], [0.7, 0.0, 0.4], [-0.6, 0.1, 0.1], [0.1, -0.9, -0.4], [-0.5, -0.5, -0.4], [0.3, 0.7, -0.5], [-0.9, -0.5, 0.1], [0.3, 0.8, -0.3], [0.2, 0.9, 0.1], [-0.3, -0.9, 0.1], [-0.2, 0.1, -0.1], [0.3, 0.7, 0.9], [0.3, 0.0, 0.0], [-0.5, -0.6, -0.9], [1.2, -0.2, 0.7], [-1.2, 0.3, 0.3], [0.5, 0.2, -0.3], [-1.0, -0.9, 0.4], [0.8, -0.3, -0.3], [0.1, 0.4, 0.1], [0.7, -0.3, 0.5], [-0.1, -0.2, 0.1], [-0.7, 0.3, -0.8], [-0.2, 0.5, -0.7], [0.0, -0.1, -0.2], [0.1, -0.7, 1.1], [-1.0, 0.2, 1.3], [0.8, -0.1, -1.6], [-0.1, 0.0, 0.4]], "mulliken_charge": [0.67, -0.76, -0.18, -0.03, -0.04, 0.23, 0.14, 0.06, 0.52, -0.58, -0.37, 0.05, 0.25, 0.15, -0.21, 0.12, -0.80, 0.40, 0.29, -0.52, -0.32, -0.78, 0.22, 0.39, 0.02, 0.45, -0.65, 0.36, 0.18, 0.36, 0.02, 0.34, 0.22, -2.12, 0.87, -0.17, -0.49, -0.34, -0.69, 0.50, 0.38, 0.50, 0.23, -0.26, 0.40, 0.35, 0.21, 0.08, 0.24, 0.27, -1.76, 1.53, -0.99, -0.12, -0.83, -0.74, 0.26, 0.49, 0.40, -0.30, 0.35, 0.44, 0.20, 0.30, 0.34, 0.25, 0.34, -0.61, 0.67, -0.78, -0.13, 0.03, -0.69, 0.00, 0.43, -0.11, 0.17, 0.27, 0.21, 0.47, -0.19, 0.06, 0.25, 0.20, -0.18, 0.72, 0.76, -1.23, -0.02, -0.11, 0.19, 0.00, -0.49, 0.11, -0.68, -0.38, -0.04, -0.06, -0.11, 0.03, 0.18, -0.76, 0.78, -0.83, -0.35, -0.83, -0.73, -0.41, 0.04, 0.31, 0.34, 0.42, 0.43, 0.33, 0.32, 0.31, 0.28, 0.25, -1.14, 0.31, -0.37, -0.42, -0.61, -0.68, -0.03, 0.37, 0.41, 0.21, 0.21, 0.29, 0.18, 0.35, 0.32, 0.29, 0.24, -1.10, 0.49, -1.14, -0.42, -0.97, 0.74, 0.08, 0.60, 0.11, 0.50, 0.48, 0.42, 0.30, 0.35, 0.31, 0.10, 0.06, -0.61, 0.35, 0.29, -0.49, 0.27, 0.24, -0.61, 0.32, 0.47, -0.52, 0.22, 0.22, -0.70, 0.31, 0.33, -0.80, 0.31, 0.44, -0.47, 0.12, 0.27], "homo_lumo_gap_ev": 8.660, "e_homo_ev": -8.56}